Formula: C29H31NO4PPdS4
Source: the OMol25 dataset
Level of theory: ωB97M-V/def2-TZVPD

Calculated values
Multiplicity: 2
HOMO-LUMO gap (alpha / beta): 6.36 / 6.21 eV
Energy: -3541.278558 Eh
<S²>: 0.755
HOMO (alpha / beta): -6.56 / -6.55 eV

```
71
Properties=species:S:1:pos:R:3:forces:R:3
Pd 0.40434 0.79147 -0.48590 -0.59 -2.36 -0.96
C -0.89834 1.87822 -5.13598 0.34 -0.46 -0.12
C 0.17011 2.79587 -4.56839 -0.03 0.05 0.62
S 0.55773 2.55517 -2.77363 0.21 0.26 -0.96
C 2.27770 1.97643 -2.87909 -0.26 0.16 0.11
C 2.43763 0.57768 -3.44078 -0.04 -0.43 0.29
S 1.71667 -0.70954 -2.34123 -0.08 0.32 -0.39
C 0.48991 -1.52661 -3.42481 0.32 0.28 0.23
C -0.66560 -0.67383 -3.91316 -0.10 0.14 -0.24
S -0.31221 0.18776 -5.49461 -0.27 0.08 0.17
H -1.23380 2.26525 -6.10096 -0.08 0.03 0.08
H -1.75536 1.79782 -4.46844 -0.09 0.06 -0.05
H -0.18335 3.82512 -4.64298 0.09 0.08 -0.09
H 1.09748 2.69929 -5.12892 0.02 0.07 -0.08
H 2.63666 2.02402 -1.84674 0.04 0.07 -0.20
H 2.83701 2.69546 -3.48051 0.08 -0.02 0.03
H 3.49797 0.34361 -3.53244 0.05 0.02 -0.07
H 1.95847 0.47316 -4.41102 0.13 0.06 -0.03
H 0.09955 -2.31395 -2.77891 0.05 -0.06 -0.09
H 1.03493 -1.97749 -4.25574 -0.08 -0.14 0.02
H -0.94671 0.07401 -3.17057 0.04 -0.17 -0.16
H -1.52302 -1.32303 -4.10239 0.00 0.03 0.08
O 0.87864 1.73622 2.11270 0.44 0.94 0.63
S 1.85353 2.30438 1.16719 0.60 2.35 1.26
O 1.18075 2.83735 -0.02971 0.58 0.73 0.17
O 2.60926 0.85497 0.47156 -0.06 0.11 -0.17
C 2.94400 0.03476 1.50527 -0.16 -1.00 0.39
C 4.25320 -0.01327 1.95311 0.26 -0.15 0.11
C 4.58718 -0.81341 3.04000 -0.29 0.08 -0.20
C 3.60308 -1.54924 3.68682 0.39 -0.02 0.09
C 2.29779 -1.50246 3.24706 -0.22 0.27 -0.52
C 1.94584 -0.71973 2.14388 0.41 0.11 0.28
P 0.22856 -0.50224 1.59836 -0.50 -0.95 -1.38
C -0.70281 -0.65018 3.15835 0.06 -0.25 0.08
C -1.15636 -1.89442 3.60908 0.10 0.29 -0.08
C -1.75815 -2.00554 4.84817 -0.14 -0.07 0.20
C -1.89918 -0.89453 5.66556 0.06 0.08 -0.09
C -1.44243 0.34152 5.22579 -0.23 -0.18 0.26
C -0.86538 0.46702 3.97883 0.05 0.03 -0.25
C -0.09396 -2.08987 0.72027 0.14 -0.14 0.50
C -1.38636 -2.56995 0.50216 0.23 0.09 0.03
C -1.59764 -3.65770 -0.32388 -0.09 -0.05 -0.18
C -0.53127 -4.26332 -0.97082 0.02 -0.06 -0.02
C 0.75659 -3.78980 -0.76692 -0.09 -0.08 -0.05
C 0.97344 -2.71318 0.07223 -0.03 -0.08 0.24
H 5.00258 0.57843 1.44773 0.02 0.07 -0.05
H 5.60716 -0.85606 3.38842 0.12 0.04 0.02
H 3.86223 -2.14951 4.54646 0.01 -0.08 0.06
H 1.53688 -2.06328 3.76599 -0.13 -0.07 0.07
H -1.02065 -2.77670 3.00087 0.01 -0.03 -0.01
H -2.10576 -2.97195 5.18502 -0.02 -0.07 0.04
H -2.35442 -0.99277 6.63969 -0.04 -0.01 0.09
H -1.52913 1.20714 5.86643 -0.04 0.08 0.03
H -0.50511 1.42403 3.63872 0.02 0.06 0.04
H -2.23068 -2.09891 0.98778 -0.08 0.03 0.03
H -2.60082 -4.02895 -0.47724 -0.09 -0.02 -0.02
H -0.70387 -5.09343 -1.63916 -0.02 -0.12 -0.03
H 1.59044 -4.25110 -1.27541 0.09 -0.06 -0.03
H 1.98140 -2.34936 0.23091 -0.03 -0.04 -0.04
O -1.55735 0.70877 -1.35034 -1.26 1.03 1.10
N -2.25903 1.59906 -0.62786 -0.81 -0.20 -0.14
C -2.66145 2.77944 -1.20166 0.93 -1.48 0.20
C -3.49957 3.62041 -0.53935 -0.82 0.38 1.42
C -3.95767 3.30327 0.75431 0.85 -0.67 -0.73
C -3.49566 2.10949 1.33491 -0.80 1.27 0.06
C -2.67647 1.27496 0.64349 0.87 -0.18 -1.56
H -2.26121 2.97643 -2.18327 0.03 -0.16 -0.01
H -3.79929 4.54436 -1.00933 -0.02 0.02 -0.09
H -4.63588 3.95350 1.27954 -0.03 0.10 0.08
H -3.79169 1.83976 2.33538 -0.04 -0.11 0.10
H -2.31105 0.32972 1.02015 0.00 0.12 -0.14
```
Forces are in eV/Å.

=====

Formula: C29H31NP3PtS
Source: the OMol25 dataset
Level of theory: ωB97M-V/def2-TZVPD

Calculated values
Multiplicity: 2
ΔE to the lowest compared entry with this formula, charge and spin: 270.3 kJ/mol
HOMO-LUMO gap (alpha / beta): 5.33 / 5.09 eV
Energy: -2719.876240 Eh
<S²>: 0.796
HOMO (alpha / beta): -5.60 / -5.75 eV

```
66
Properties=species:S:1:pos:R:3:forces:R:3
Pt 0.51177 -0.86294 1.09734 0.37 0.26 -0.43
C 1.04285 -0.86296 4.86776 -0.11 0.06 -0.10
P 1.63376 -1.06737 3.15885 0.25 -0.13 -0.07
C 2.91446 -2.35884 3.40571 -0.08 0.00 0.05
C 2.61979 0.44736 2.82346 -0.02 -0.01 0.01
C 2.72416 1.49898 3.72671 0.10 -0.01 0.03
C 3.39818 2.66387 3.38102 -0.01 -0.03 0.00
C 3.98185 2.78245 2.13048 0.00 -0.02 0.00
C 3.87870 1.73878 1.21901 0.02 0.01 0.00
C 3.18981 0.57784 1.54320 -0.02 -0.02 -0.05
P 2.87528 -0.75883 0.31515 -0.33 0.48 0.20
C 4.55220 -1.50609 0.20863 -0.12 -0.24 -0.09
C 2.77883 0.08897 -1.29441 0.12 0.03 0.03
H 0.26140 -0.10635 4.92414 0.03 0.02 -0.02
H 1.86838 -0.60054 5.53023 -0.02 -0.03 0.05
H 0.61976 -1.81532 5.18585 -0.03 0.00 0.00
H 3.81251 -1.93189 3.85367 0.00 -0.03 0.04
H 3.15996 -2.82882 2.45570 -0.01 0.02 0.01
H 2.51420 -3.12743 4.06797 0.00 -0.02 -0.02
H 2.26493 1.42691 4.70400 0.02 0.01 -0.01
H 3.45801 3.48045 4.08902 0.00 -0.01 -0.01
H 4.49967 3.69228 1.85472 0.01 -0.02 0.01
H 4.32020 1.85086 0.23567 -0.02 0.00 0.01
H 5.28130 -0.71989 0.00388 0.01 -0.02 0.00
H 4.56243 -2.23063 -0.60707 0.05 0.00 0.01
H 4.82321 -2.01738 1.13107 -0.01 0.05 0.00
H 3.69880 0.62571 -1.53457 -0.02 0.00 -0.01
H 1.92159 0.76240 -1.27821 -0.01 -0.02 0.02
H 2.60976 -0.66757 -2.06276 -0.01 0.02 0.00
N -0.30677 0.52428 -0.01441 -0.12 -0.18 0.05
P -1.54127 0.30304 -0.99758 -0.35 -0.16 -0.28
C -1.74292 -1.34146 -1.57450 0.21 0.32 -0.11
C -2.97780 -1.94421 -1.82366 -0.10 -0.14 0.14
C -3.07891 -3.23963 -2.26266 -0.07 -0.02 0.09
C -1.87889 -3.96486 -2.53536 0.02 -0.09 0.06
C -0.65906 -3.46672 -2.25548 -0.03 0.08 0.03
C -0.49635 -2.15614 -1.56157 0.18 -0.27 0.04
C -1.35829 1.40265 -2.43817 0.18 0.14 0.07
C -2.06327 1.17516 -3.61791 0.01 -0.01 0.01
C -1.87716 2.00715 -4.71281 0.00 0.01 0.04
C -0.98345 3.06935 -4.63646 -0.02 -0.02 0.01
C -0.27985 3.30326 -3.46298 -0.03 -0.03 0.03
C -0.46605 2.47029 -2.36570 -0.06 0.02 -0.04
C -3.13374 0.76713 -0.25913 0.02 0.08 0.08
C -3.59986 -0.02521 0.79241 -0.05 0.05 -0.02
C -4.79536 0.28489 1.42017 0.06 0.00 -0.02
C -5.52928 1.39351 1.00899 0.01 -0.02 0.01
C -5.06668 2.18786 -0.02769 0.05 -0.01 -0.01
C -3.86689 1.87744 -0.66070 -0.04 -0.04 0.02
H -3.88526 -1.36435 -1.68591 0.04 0.02 0.01
H -4.04611 -3.67913 -2.46350 0.03 0.00 -0.04
H -1.95342 -4.94934 -2.98576 0.01 0.02 0.01
H 0.23606 -4.05371 -2.42770 -0.02 0.05 -0.13
H 0.36977 -1.59838 -1.91930 0.16 -0.02 0.18
H -2.74774 0.33585 -3.67995 0.04 0.00 0.00
H -2.42593 1.82531 -5.62827 0.01 -0.01 0.00
H -0.83457 3.71216 -5.49536 -0.01 0.00 0.01
H 0.41240 4.13445 -3.40315 0.00 -0.02 0.00
H 0.07535 2.63312 -1.44035 0.00 -0.01 -0.03
H -3.02368 -0.89133 1.10320 -0.02 0.00 0.00
H -5.15912 -0.33831 2.22778 0.01 0.01 -0.01
H -6.46433 1.63539 1.49937 0.01 -0.01 -0.01
H -5.63855 3.05022 -0.34649 0.01 0.00 0.00
H -3.50696 2.49702 -1.47258 -0.02 0.01 0.00
S -1.16176 -3.36221 0.95693 0.02 -0.29 0.02
C -0.32202 -2.38855 0.01002 -0.29 0.20 0.08
```
Forces are in eV/Å.

=====

Formula: C29H31O6P2Ru
Source: the OMol25 dataset
Level of theory: ωB97M-V/def2-TZVPD

Calculated values
Multiplicity: 2
ΔE to the lowest compared entry with this formula, charge and spin: 20.1 kJ/mol
HOMO-LUMO gap (alpha / beta): 7.44 / 7.46 eV
Energy: -2352.259728 Eh
<S²>: 0.756
Charge: +2
HOMO (alpha / beta): -14.77 / -14.72 eV

```
69
Properties=species:S:1:pos:R:3:forces:R:3
Ru 0.10343 0.18943 -0.51711 -1.42 -1.05 0.92
O 1.62917 -0.37346 0.86806 -0.14 0.33 -1.08
P 2.69456 0.45486 1.59981 0.20 0.38 0.26
C 1.83515 1.83923 2.42082 -0.04 -0.08 0.17
P 0.49656 2.51335 1.41535 -0.44 0.02 -0.20
O -0.47112 1.36990 1.01737 0.17 0.12 0.32
C 1.26854 3.11685 -0.08464 0.04 0.00 0.03
C 2.37908 3.95152 -0.05803 0.04 0.03 -0.01
C 3.03094 4.27132 -1.24236 -0.02 -0.01 0.01
C 2.59141 3.74962 -2.45251 -0.02 0.03 0.03
C 1.48716 2.91035 -2.48966 0.03 -0.07 -0.04
C 0.82769 2.60191 -1.30885 0.11 -0.21 0.10
C -0.35683 3.75625 2.33087 0.18 0.15 -0.04
C -0.94298 3.42164 3.55577 0.01 -0.01 0.01
C -1.61036 4.39372 4.27659 -0.01 0.01 0.00
C -1.68383 5.69393 3.78646 0.02 -0.01 0.00
C -1.10245 6.02648 2.57163 -0.02 0.00 -0.01
C -0.43750 5.05867 1.83520 -0.03 -0.02 0.02
C 3.46054 -0.49887 2.88710 -0.17 -0.17 -0.04
C 3.46340 -1.88909 2.77367 0.06 0.01 -0.04
C 4.10320 -2.65274 3.73684 0.00 0.00 0.01
C 4.73256 -2.03323 4.80767 0.00 0.00 -0.01
C 4.72126 -0.64884 4.92674 0.01 -0.01 0.00
C 4.08609 0.12259 3.96905 -0.03 0.04 0.02
C 3.93785 1.11334 0.50460 -0.03 -0.14 -0.12
C 4.96590 1.91203 1.00864 0.02 0.02 0.04
C 5.97474 2.34572 0.16694 -0.03 0.01 -0.02
C 5.96023 1.98534 -1.17710 -0.01 0.00 0.02
C 4.94528 1.18296 -1.67659 0.01 -0.01 -0.02
C 3.93454 0.73745 -0.83659 -0.02 -0.01 0.04
H 2.51239 2.64259 2.72059 0.06 -0.01 -0.10
H 1.38066 1.45088 3.33829 0.01 -0.02 -0.01
H 2.75264 4.34792 0.87900 -0.02 0.02 -0.01
H 3.89416 4.92288 -1.21771 -0.01 0.01 0.00
H 3.10941 4.00333 -3.36755 -0.01 -0.01 0.00
H 1.13199 2.51051 -3.43043 0.01 -0.02 0.01
H -0.13414 2.07690 -1.37800 -0.20 0.10 -0.07
H -0.88919 2.41043 3.94235 -0.01 0.00 -0.01
H -2.07338 4.14331 5.22107 0.01 0.00 0.00
H -2.19816 6.45315 4.36033 -0.01 -0.01 -0.01
H -1.16998 7.03766 2.19472 0.00 0.00 0.00
H 0.00745 5.31583 0.88252 0.00 0.01 0.00
H 2.97703 -2.36774 1.93343 0.02 -0.01 0.00
H 4.11343 -3.73055 3.65017 0.00 0.00 0.00
H 5.23410 -2.63162 5.55619 -0.01 0.00 0.00
H 5.20515 -0.17230 5.76819 0.00 0.00 0.00
H 4.07747 1.20067 4.08151 0.00 0.00 0.00
H 5.00247 2.17951 2.05879 -0.01 0.00 0.00
H 6.78124 2.95046 0.55903 -0.01 0.01 0.00
H 6.75512 2.31926 -1.83079 0.00 -0.01 0.00
H 4.94826 0.88502 -2.71670 0.01 0.00 0.00
H 3.16415 0.07823 -1.21825 -0.01 0.01 -0.03
C -2.12083 0.71687 -3.63753 -0.96 0.61 0.41
C -2.17390 -0.40158 -2.63247 2.21 -2.41 -0.63
C -3.21626 -1.48509 -2.79641 -1.36 1.04 0.47
O -2.02691 0.06950 -1.26931 0.04 0.97 0.22
C -0.81663 -1.22374 -2.87414 -2.39 1.42 -0.37
O -0.77854 -2.14111 -3.62616 1.17 -0.28 0.27
O 0.12935 -0.54785 -2.25795 2.55 -0.71 -0.12
H -3.05546 1.28361 -3.61794 0.04 0.02 -0.05
H -1.99677 0.31762 -4.64163 0.09 -0.09 0.04
H -1.31197 1.41297 -3.41099 0.07 -0.09 -0.06
H -4.21856 -1.05946 -2.68807 -0.01 -0.12 -0.01
H -3.09924 -2.27413 -2.05145 0.10 -0.03 -0.05
H -3.14349 -1.92458 -3.78481 0.14 0.00 -0.01
H -2.31939 -0.64219 -0.68077 -0.27 0.05 -0.02
O -0.78841 -1.45939 0.54412 0.52 0.29 -0.09
H -0.75203 -1.11467 1.45292 -0.17 -0.04 0.03
H -0.21967 -2.24659 0.56546 -0.05 -0.04 -0.16
```
Forces are in eV/Å.

=====

- Look up the multiplicity of the first one.
  2

=====

- What is the energy in the second record?
  -2719.876240 Eh

=====

- Which of these has the lowest <S²>?
  C29H31NO4PPdS4

=====

- Which value of <S²> does entry 2 give?
  0.796